No. 1
Density functional theory data (ωB97M-V with the def2-TZVPD basis set) for C3H9N2S2 as an isolated structure in a non-equilibrium geometry.

Properties
2S+1: 1
Relative energy (zero: lowest compared OMol25 entry of this formula, charge and spin) (kJ/mol): 93.6
Net charge: +1
E_tot (hartree): -1025.30289
Kohn-Sham gap (eV): 9.209

Structure (XYZ):
```
16
C3H9N2S2 (ωB97M-V with the def2-TZVPD basis set)
H -4.0755 0.5233 0.3322
H 1.8658 -2.2769 -0.3440
H 2.5237 -0.7131 1.4081
H -0.6738 2.2323 0.5363
C 0.0557 0.5953 0.0225
N -3.1649 0.3581 0.0309
H -3.0987 0.1711 -0.9040
S 2.1015 1.3522 0.0779
H 2.1415 -1.0663 -1.6336
H -2.0317 1.0925 0.1625
N -0.9527 1.3491 0.1513
H 3.6107 -0.4881 0.1294
C 1.8063 -1.3002 -0.5816
S 0.0321 -1.0230 -0.2743
C 2.5973 -0.3715 0.3964
H -2.7370 -0.4350 0.4899
```

Here are the natural (NBO) charges for atoms 1 to 8, given in e:
1 H 0.415
2 H 0.234
3 H 0.236
4 H 0.418
5 C 0.102
6 N -0.990
7 H 0.390
8 S 0.242


No. 2
Density functional theory data (ωB97M-V with the def2-TZVPD basis set) for a 2-piece molecular cluster, C11H21BrN2O overall in a non-equilibrium geometry.

Properties
2S+1: 1
E_tot (hartree): -3190.32263
Kohn-Sham gap (eV): 4.869

Structure (XYZ):
```
36
C11H21BrN2O (ωB97M-V with the def2-TZVPD basis set)
C -1.0429 1.6685 1.4108
H -0.8789 -5.1277 1.2848
C -0.7782 5.0001 -0.6961
C -1.4954 2.6906 0.3018
H 1.4072 5.4774 -0.4464
H 1.6591 -1.3209 -0.9225
C -0.3183 3.4993 -0.3839
C 0.4312 0.3468 -0.2750
C -0.6264 -5.0541 0.2228
C 1.1030 -5.4232 -1.5534
H -1.2104 4.9606 -1.7409
H -2.1793 2.2345 -0.4716
H 0.4028 -6.0512 -2.1234
C 0.4566 6.0025 -0.7164
H -1.6109 5.3480 -0.0322
C 1.0414 -1.3974 1.0821
H 0.9972 -4.3970 -1.9244
H -0.1126 3.0360 -1.3954
H -1.9881 1.1638 1.7749
H 0.6343 3.5162 0.2069
H 2.1141 -5.7664 -1.7898
O 1.6627 -4.6950 0.6074
N 1.1269 -0.8342 -0.1947
H -0.7859 -4.0161 -0.0934
H 0.5762 6.3492 -1.7838
H -0.6244 2.2043 2.3039
H 0.2030 6.8690 -0.0569
C 0.8189 -5.5243 -0.0415
H 0.3570 0.9982 -1.1671
H -1.3454 -5.6779 -0.3282
N -0.1596 0.5853 0.9344
H -2.1353 3.4557 0.8361
Br -0.2286 -0.7148 3.6722
H 0.8343 -6.6072 0.1988
C 0.2097 -0.4512 1.8106
H 1.4850 -2.3473 1.4901
```

Here are the natural (NBO) charges for atoms 1 to 8, given in e:
1 C -0.221
2 H 0.194
3 C -0.398
4 C -0.425
5 H 0.208
6 H 0.473
7 C -0.416
8 C 0.218


No. 3
Density functional theory data (ωB97M-V with the def2-TZVPD basis set) for C19H52F6NiO11P as an isolated structure in a non-equilibrium geometry.

Properties
2S+1: 3
Net charge: +1
E_tot (hartree): -4031.16010
Kohn-Sham gap (alpha / beta) (eV): 3.954 / 2.857

Structure (XYZ):
```
90
C19H52F6NiO11P (ωB97M-V with the def2-TZVPD basis set)
H -2.9871 -0.1167 0.8249
C -2.9188 6.5581 5.8163
H 0.8192 -0.5802 1.8676
H -2.8314 6.1677 6.8303
F -1.2236 -0.2166 -1.7953
O -0.7682 2.1801 -6.6577
C -2.3941 4.3778 5.0704
H 1.4447 -1.9150 2.7549
H 2.4816 -1.5032 8.0904
H 1.1342 -2.5246 8.1584
H -1.6679 2.0142 2.1734
H -1.0946 4.0809 -5.7002
H -4.1524 -3.1452 0.6214
O 0.1406 -0.7688 3.8627
H 0.8842 -3.3566 -0.4310
O 0.0975 -3.8433 -0.6875
C -1.4483 3.5778 4.2478
C 0.5443 -1.3146 2.6246
C -1.2056 2.9791 1.9651
H -0.4048 -5.7509 -1.3826
H 0.4648 -5.5456 0.1604
C 1.1335 0.0900 4.5678
C 2.5457 -2.8545 -2.9139
C 1.9758 -0.7903 5.4499
C 1.8443 -2.1072 7.4445
H -1.4383 1.6975 -6.1682
H 1.1680 -1.7071 -6.2558
O -3.7409 0.6720 -1.7226
H -3.0834 2.2849 -2.8603
O 4.6377 -1.8991 -3.7573
H 4.2202 -4.2192 -0.3549
H -2.7976 7.6374 5.7248
H -2.8352 -3.6841 -0.2843
H 1.1242 -0.0677 -5.7530
H 5.0604 -0.1135 -4.7607
C 3.2811 -1.6154 -3.4489
O -3.3740 -1.6704 -0.4565
H -0.1365 2.8847 1.7747
H -5.4954 -0.0219 -0.6973
F -0.4709 1.2757 -0.2661
H 2.4781 -0.5749 -6.8028
O 1.1366 -1.4095 6.4154
H -4.3716 2.6097 -1.7757
F 0.6136 -0.2589 -2.9136
H -0.4247 3.8348 4.5204
H 4.5135 -4.4214 -2.0147
H 2.8272 -1.3835 -4.4124
H -4.7719 1.3003 0.0831
H 0.2372 3.0304 -5.0687
C -0.2901 3.3900 -5.9523
H -2.5813 -2.7167 1.2693
H 2.6424 -3.7473 -3.5316
H 2.5055 -2.9068 7.1107
O -1.7022 3.9209 2.8937
C -3.1414 -2.8473 0.3434
H 2.7149 -0.1239 5.8945
H -2.7057 2.3954 -1.0948
Ni -2.9251 -1.0170 -2.5465
H 1.3496 -5.4096 -1.4090
O 2.9198 -3.1750 -1.5784
O 0.5607 -0.3884 -7.7071
C -4.5177 0.4227 -0.5113
H -3.9255 6.4114 5.4249
P 0.2163 0.5604 -1.5372
H 1.4797 -2.6388 -2.8421
O -1.9809 5.7766 5.0620
C 4.2479 -3.6547 -1.2869
H 4.9450 -2.8204 -1.2085
H 0.6275 0.8133 5.2073
H -2.3329 3.9374 6.0655
C 5.4047 -0.7249 -3.9266
C 0.4123 -5.2313 -0.8820
H -4.5732 -0.9533 1.0408
C -3.8332 -0.5907 0.3274
H 5.6248 -0.1518 -3.0260
H 0.4738 3.9769 -6.4622
H -1.6920 3.3160 1.0497
H 0.4963 -1.2798 -8.0576
H 6.3934 -1.0443 -4.2560
H -0.2038 -1.9984 2.2235
H -1.6220 2.5323 4.5027
H 2.5008 -1.4985 4.8088
H -3.3866 4.1369 4.6894
H 1.7334 0.7755 3.9692
C -3.4255 2.0732 -1.8472
F -0.1278 1.7941 -2.5353
F 1.8108 1.0425 -1.2465
H 3.2292 -0.7169 -2.8340
C 1.4162 -0.7002 -6.5914
F 0.4914 -0.8129 -0.7194
```

Here are the Löwdin charges for atoms 1 to 8, given in e:
1 H 0.147
2 C -0.100
3 H 0.071
4 H 0.086
5 F -0.221
6 O -0.138
7 C -0.211
8 H 0.081


No. 4
Density functional theory data (ωB97M-V with the def2-TZVPD basis set) for a 12-piece molecular cluster, C28H69BF4N5O16PS4 overall in a non-equilibrium geometry.

Properties
2S+1: 1
Net charge: +2
E_tot (hartree): -4943.93934
Kohn-Sham gap (eV): 7.450

Structure (XYZ):
```
128
C28H69BF4N5O16PS4 (ωB97M-V with the def2-TZVPD basis set)
O 0.5958 0.0283 -5.1972
H -1.7578 -2.5602 -0.2110
F 3.4489 -6.8196 3.4464
O 0.7343 -3.2200 0.5135
H -4.4931 1.1800 1.8343
C 1.2525 4.1516 2.3308
H -3.4355 2.8166 -0.0465
N -1.6453 1.2219 4.5418
H -6.6182 -2.2150 1.3357
C 1.0417 0.1914 2.8879
H -0.6591 1.3607 4.2645
H 4.3930 -3.5113 3.9079
B 3.8838 -5.5632 3.7361
H -7.1790 -1.1860 3.3225
H 3.7576 -1.3398 -2.1945
N -2.1304 -3.4177 -0.6427
H -1.1831 0.8673 -5.7277
H 4.6556 2.0693 4.8579
F 2.7878 -4.6871 3.8351
N 2.1941 -5.7318 0.9655
H -1.8772 0.2963 4.1914
C 1.9550 -2.0812 1.9725
H 4.4056 5.8314 1.6441
H -3.3607 2.3309 1.6499
H -0.9308 -2.1348 -4.6157
O 3.5782 2.7490 2.5026
H -4.7168 -1.5906 3.1451
C -2.2438 1.0642 0.3824
P 1.2429 0.6095 -3.8582
C 0.0093 0.1414 1.8918
H -2.9475 0.5036 -0.2332
O -4.3420 -1.6949 -0.1298
H 3.0626 2.1660 5.3926
H 1.6637 0.3805 -1.2676
H 1.0741 0.4898 -7.7116
H -0.5730 0.4856 -0.7476
C 1.1601 5.5776 2.9504
H 0.5930 2.9871 -0.4197
O -4.1003 -2.9439 -5.6381
C 2.3518 6.3844 2.4274
H 5.1958 -2.3734 4.9347
H 1.6091 -6.5631 0.9250
H 1.0150 -1.2069 -0.9636
C -1.9170 -2.0573 -4.1645
H -1.4054 1.7985 -1.4967
H -2.1931 1.9715 4.1297
H -2.4885 -4.0009 0.1050
C -3.6992 -0.5694 -3.2529
C -5.0840 -0.5620 3.0725
S -5.0757 -0.5443 0.3615
N 4.8981 -2.6304 3.9994
S -1.3320 3.5665 0.9107
H 4.3746 1.3594 -6.4145
C 0.0089 0.5592 -7.4885
H 2.6493 -2.9033 2.0547
C 3.1255 -1.2991 -1.3034
O 2.7892 0.9063 -4.1310
F 4.6121 -5.5413 4.9347
H 3.2179 -0.9928 -4.6484
H -4.3737 -1.3046 -2.8076
H 0.1928 5.9464 2.6092
C 3.8925 0.3964 -6.2630
H 0.5354 3.6916 1.6512
O 3.1508 -0.6983 3.5352
H -3.9603 0.3074 -2.6574
O -1.5646 4.7594 0.1263
C 0.8494 -2.1472 1.1916
H 3.7494 -0.7782 -0.5780
H 2.5692 -5.7459 1.9142
O -2.4954 -1.3605 -6.7764
C 2.1548 -0.9429 2.8647
C -6.5676 -0.6183 2.6230
H -4.8887 -0.1988 4.0813
S 2.9226 3.7885 1.7239
H -3.2348 -0.0540 1.8341
C -2.2554 -1.0014 -3.0547
O -0.9774 3.7275 2.3244
H 4.3276 -1.8090 3.7160
H -2.9342 -3.1223 -1.1916
H 1.6146 -4.9316 0.6894
H -0.4721 1.2658 -8.1631
H 2.9060 0.4015 -6.7260
H -4.8949 -0.0509 -5.0623
O -5.4054 0.6220 -0.4427
C 3.6634 -0.0085 -4.8077
H 2.9144 -5.7950 0.2520
H -0.4287 -0.4220 -7.6707
C -4.3120 0.1069 1.9037
C 1.7670 -0.6698 -1.5439
H -2.2703 -3.0145 -3.7754
F 4.6871 -5.1134 2.6438
C -6.6132 -1.1294 1.2072
H -1.6982 1.2888 5.5541
H 3.4132 1.2787 4.0575
H 1.0966 5.4503 4.0308
C -1.0605 1.4377 -0.5275
O 0.9865 1.0759 3.7578
H -7.5231 -0.9852 0.6268
H 1.1123 3.4221 3.1349
H 5.7211 -2.7082 3.4082
H -3.2596 0.4930 -5.0425
O 0.5594 1.7308 -3.1952
C -2.7823 2.4188 0.7291
O 2.8682 3.7181 0.2732
H 3.0911 -2.3758 -1.1248
O -1.0253 -0.8765 0.1883
C -0.0908 -0.9420 1.0628
H -2.0184 0.5298 1.3063
C -0.1441 0.9431 -6.0494
H 2.0123 6.7504 1.4569
H 4.5802 -0.0479 -4.2174
H -1.5594 -0.1647 -3.0978
N 3.7739 1.5787 4.9679
C -0.1479 2.4365 0.1566
H -6.9574 0.4020 2.6569
O 1.3720 -0.7421 -2.9289
H 0.3830 1.9075 0.9478
H -2.3150 -1.4761 -2.0787
H -1.3433 -3.7135 -1.2121
C -3.8986 -0.3342 -4.7272
H 2.5094 7.2734 3.0359
H -0.7666 0.8902 1.8209
H 4.4660 -0.4063 -6.7275
H 3.9826 5.1956 3.2182
S -3.1453 -1.8282 -5.5368
C 3.5759 5.4541 2.2374
H 3.8601 0.7452 5.5404
H 0.1754 1.9787 -5.9271
```

Here are the Löwdin charges for atoms 1 to 8, given in e:
1 O -0.182
2 H 0.070
3 F 0.175
4 O -0.064
5 H 0.081
6 C -0.271
7 H 0.125
8 N 0.331


No. 5
Density functional theory data (ωB97M-V with the def2-TZVPD basis set) for C16H15BCl3MoN10O6 as an isolated structure.

Properties
2S+1: 4
Relative energy (zero: lowest compared OMol25 entry of this formula, charge and spin) (kJ/mol): 54.0
Net charge: +2
E_tot (hartree): -3090.62741
Kohn-Sham gap (alpha / beta) (eV): 6.079 / 6.252

Structure (XYZ):
```
52
C16H15BCl3MoN10O6 (ωB97M-V with the def2-TZVPD basis set)
N 0.3807 -3.7838 -0.6464
N 0.8600 3.4224 -0.8415
H -1.3054 -4.7115 -2.5533
H -3.0402 -5.0326 -2.2405
C -2.0259 -5.1635 -1.8723
H 1.1581 5.8002 -3.0444
N -0.7200 1.4460 -0.6841
B 0.6913 2.0422 -0.3324
C 1.8899 5.2892 -0.9887
N 0.8117 0.6348 1.7400
C -2.0333 -2.0448 2.5028
H 1.0171 2.5234 4.4005
H 2.9454 2.4815 -2.0660
H 2.5143 6.1114 -0.6771
C -1.9282 -4.5618 -0.5294
H 4.4050 0.2470 -2.7140
Cl -4.6293 -2.3000 2.5086
H 3.1010 -1.7761 -1.4316
N -0.9846 0.1387 -0.4010
H -0.0395 3.3811 -2.7895
O 1.5097 -2.1202 1.7151
C 3.5241 0.3078 -2.1001
N 0.8457 1.8931 1.2098
N 1.7100 4.2656 -0.1819
O -0.4077 -4.6543 -0.0545
H 0.9979 3.8294 1.9841
C 2.7946 1.4519 -1.7805
Cl -2.8088 -4.1854 3.7743
N 1.7763 1.1125 -0.9946
C -2.8298 1.0519 -1.2581
H -1.7913 -6.2263 -1.7820
C -3.1256 -2.5049 3.3951
H -2.6916 -1.0788 -0.6185
C 0.8666 0.7627 3.0802
O -0.1273 -2.6375 -0.9092
Cl -3.0699 -1.4838 4.8251
N -1.1871 -1.6861 1.8232
C 0.5616 3.9251 -2.0785
C 0.9423 2.0970 3.4161
C 2.8748 -0.7219 -1.4589
Mo 0.4682 -1.0119 0.5360
C -2.2620 -0.0997 -0.7590
C -1.8196 2.0066 -1.1827
H -1.8368 3.0519 -1.4431
H -3.8321 1.1925 -1.6217
O 1.5004 -4.0725 -0.8582
O -2.6550 -4.1443 0.2711
C 1.1923 5.1286 -2.2046
H 0.8687 -0.1103 3.7122
C 0.9268 2.7782 2.2052
O 2.2029 -2.0302 2.7795
N 1.8134 -0.2304 -0.7808
```

Here are the natural (NBO) charges for atoms 1 to 8, given in e:
1 N 0.735
2 N -0.431
3 H 0.266
4 H 0.284
5 C -0.752
6 H 0.256
7 N -0.303
8 B 0.927


No. 6
Density functional theory data (ωB97M-V with the def2-TZVPD basis set) for C46H48IN9O7S3V as an isolated structure.

Properties
2S+1: 4
Relative energy (zero: lowest compared OMol25 entry of this formula, charge and spin) (kJ/mol): 0.0
Net charge: -2
E_tot (hartree): -5237.48885
Kohn-Sham gap (alpha / beta) (eV): 4.500 / 5.764

Structure (XYZ):
```
115
C46H48IN9O7S3V (ωB97M-V with the def2-TZVPD basis set)
N -2.0353 -0.0952 0.2255
H 7.5608 0.4612 -2.0626
H -2.7648 4.0100 4.9447
N 6.8076 0.8391 -2.6131
C 2.0431 -1.5546 -4.3841
H -1.2113 5.9563 4.9611
H -1.9316 1.7705 4.4187
H 3.7145 3.3360 -0.1768
O -1.3080 -3.0764 4.1364
C 6.1031 2.0435 -2.1865
C 0.1229 2.3537 4.2060
H -1.7247 -1.3586 5.9492
C 0.4231 3.5189 -0.9629
C -2.1683 0.8546 -0.7614
C -1.2357 2.5972 4.4780
C -0.0923 -2.3715 4.9748
N 1.9106 -3.6944 4.4988
C 2.6863 3.0187 -0.3060
O -0.0880 -1.4635 7.2358
N 0.9633 -1.7181 -0.8706
H 0.0941 -2.6234 -6.5446
H -4.3026 -2.1989 3.2847
C -1.7071 3.8684 4.7544
H -1.4320 4.6341 -0.8648
C 3.0960 -3.4267 2.3597
C 0.9000 -3.4413 5.2479
C -3.7150 -2.2922 2.3772
H 3.7157 -2.6291 1.9470
H 0.7522 -4.0421 6.1436
H -5.0786 3.5269 -4.6416
N -1.3367 1.9500 -0.7922
H 0.4022 -3.3983 0.2745
C 0.9499 1.3276 0.0124
H -3.7544 -0.9083 -0.5496
C 0.7853 -3.0874 -0.6876
H 1.9123 -4.2854 -3.6384
O 1.0543 -4.3720 -6.4019
H 3.9082 0.0706 -3.6737
H 6.6707 2.9427 -2.4258
O 1.7585 -0.9411 2.1678
C -3.0171 -1.2211 0.1952
H -4.0431 0.8175 1.7642
C 0.1228 0.0554 4.4365
H 5.8914 2.0334 -1.1124
C 0.4991 4.7514 4.4806
C 0.0374 2.2293 -0.5451
C -4.2192 2.2429 -3.1701
V 0.5684 -0.5396 0.8325
H -0.9551 4.1956 -2.5072
H 3.7349 -4.1772 2.8262
H -5.1088 2.7266 -1.2713
H 3.0088 1.1074 0.5772
C -3.7678 -1.2942 1.5014
H 2.5809 -3.9017 1.5188
H -6.1960 2.9136 -2.6605
H -1.1479 0.8144 -3.4193
S 6.2655 -1.7063 -3.3130
H -1.7154 2.6096 -1.4522
H 2.2651 -1.8156 -6.3310
C 1.6934 -2.1472 -3.1267
H -5.7781 1.3043 -2.0298
C 4.8115 1.9409 -3.0050
O -3.0562 -4.2769 1.0795
O -0.5272 -4.6234 2.3024
H 4.8880 2.4986 -3.9452
C 0.5193 -1.2795 4.2264
N -3.1328 0.7441 -1.6283
C 1.5846 -3.5710 -2.8961
H 0.1870 -3.2446 -4.8842
C 0.9677 3.4771 4.2084
S -1.3836 0.3431 1.7948
H -5.3747 0.0141 0.9422
H -1.8584 -2.2770 -1.3066
C 1.4951 -1.7075 3.2528
H 1.5378 -0.2288 -2.1617
H 2.0491 4.8882 -1.1519
H -5.1673 -0.1790 2.6987
C -3.1200 2.8837 -5.2359
H 1.7158 -4.7796 -5.8307
C 2.1257 -2.9138 3.3789
H 3.9395 2.2922 -2.4582
C -0.5712 4.5029 -1.5270
C -2.4941 -3.7333 -0.0381
C 1.4222 -1.3004 -2.0431
H -2.0714 -4.5004 -0.6745
N 0.6444 1.1170 3.8876
H -3.1351 3.4331 -6.1690
C -5.3951 2.3053 -2.2376
H -1.1566 2.0589 -5.5420
O 2.4887 -0.3977 -4.5405
I 3.0001 3.2093 3.8149
C -2.3994 -2.4563 -0.3833
C 1.7530 3.8919 -0.8397
H 1.1909 5.5836 4.4730
C 2.2727 1.7692 0.1279
C -0.8453 4.9573 4.7594
C 1.1368 -3.9956 -1.6589
H 0.5822 -0.9260 6.7939
C -2.0067 1.4184 -3.6899
H -0.1008 5.4778 -1.6539
N 1.9208 -2.3423 -5.5401
H -0.6678 0.1945 5.1846
C -3.0983 1.4740 -2.8121
C -2.0162 2.1179 -4.8855
C -2.9039 -3.5444 2.2801
S -1.0778 -3.2876 2.5740
C 5.8994 -0.1011 -3.0603
H -1.3291 -2.9452 6.6106
C 0.7401 -3.1171 -5.8151
N 4.7317 0.5139 -3.2467
H 1.0453 -5.0519 -1.4359
H -3.1777 -4.2401 3.0731
C -4.2096 2.9333 -4.3761
C -0.8983 -2.0241 6.2152
C -4.6421 -0.0957 1.7472
```

Here are the Löwdin charges for atoms 1 to 8, given in e:
1 N -0.355
2 H 0.107
3 H 0.092
4 N -0.016
5 C -0.445
6 H 0.086
7 H 0.087
8 H 0.089